[1]
Density functional theory data (ωB97M-V/def2-TZVPD) for C46H60BF4IIrP3Si as an isolated structure at a distorted geometry.

As for the relative energy (zero: lowest compared OMol25 entry of this formula, charge and spin): 323.2 kJ/mol. The strongest force on any atom is 0.055 hartree/bohr. The value obtained for the HOMO-LUMO gap (alpha / beta) is 0.2173 / 0.1941 hartree.

The geometry in ORCA input format:
```
! RIJCOSX wB97M-V def2-TZVPD def2/J DEFGRID3
* xyz 1 2
Ir 0.5879 0.1648 0.2430
C -0.4328 -4.7568 -1.4012
C -1.6667 -3.8694 -1.5433
C -2.7764 -4.6185 -2.2731
P -1.2071 -2.1899 -2.2759
C -0.8402 -2.4622 -4.1058
C -0.9317 -1.1091 -4.8020
C 0.5358 -3.0772 -4.3389
C -2.8776 -1.4345 -2.2784
C -3.8533 -1.7547 -3.2213
C -5.1266 -1.2230 -3.1163
C -5.4255 -0.3256 -2.1053
C -4.4418 0.0374 -1.2020
C -3.1758 -0.5303 -1.2612
Si -1.8379 -0.0121 0.0089
C -2.0929 1.9097 0.0457
C -2.9943 2.4514 0.9452
C -3.1674 3.8229 1.0195
C -2.4377 4.6547 0.1923
C -1.5371 4.1266 -0.7150
C -1.3604 2.7493 -0.7937
P -0.3289 1.9764 -2.0930
C -1.2371 2.5038 -3.6701
C -2.6880 2.0526 -3.5517
C -1.1908 3.9777 -4.0620
C 1.3985 2.7299 -2.2147
C 1.5798 4.1923 -1.8315
C 1.9872 2.3963 -3.5836
C -2.2978 -0.8035 1.7079
C -3.6269 -0.7002 2.1008
C -4.0209 -0.9528 3.4025
C -3.0874 -1.3956 4.3188
C -1.7800 -1.6045 3.9196
C -1.3615 -1.2788 2.6334
P 0.3969 -1.5127 2.1730
C 1.5506 -0.9276 3.5432
C 1.1884 -1.1804 5.0023
C 2.9641 -1.4432 3.2678
C 0.4277 -3.3835 1.9319
C -0.1038 -4.1992 3.1059
C 1.7898 -3.9224 1.5071
H -0.2285 -5.2689 -2.3383
H -0.6070 -5.5179 -0.6433
H 0.4439 -4.1727 -1.1273
H -2.0324 -3.5939 -0.5435
H -2.4730 -4.8830 -3.2836
H -3.6964 -4.0426 -2.3142
H -2.9858 -5.5439 -1.7387
H -1.5989 -3.1430 -4.5047
H -0.2777 -0.3954 -4.3002
H -1.9457 -0.7191 -4.7885
H -0.6132 -1.1956 -5.8386
H 0.6162 -3.4105 -5.3707
H 1.3211 -2.3455 -4.1655
H 0.7207 -3.9265 -3.6925
H -3.6300 -2.4241 -4.0382
H -5.8880 -1.5082 -3.8267
H -6.4146 0.1003 -2.0286
H -4.6629 0.7840 -0.4533
H -3.5375 1.8130 1.6218
H -3.8477 4.2312 1.7487
H -2.5558 5.7241 0.2584
H -0.9623 4.7870 -1.3409
H -0.7459 1.9194 -4.4562
H -3.2140 2.6456 -2.8058
H -2.7495 1.0082 -3.2600
H -3.1998 2.1766 -4.5039
H -1.7204 4.5950 -3.3417
H -1.6959 4.0873 -5.0217
H -0.1774 4.3527 -4.1787
H 1.9501 2.1446 -1.4655
H 1.0667 4.8702 -2.5070
H 2.6440 4.4259 -1.8721
H 1.2437 4.3751 -0.8134
H 1.5615 3.0140 -4.3690
H 1.8141 1.3514 -3.8377
H 3.0619 2.5678 -3.5721
H -4.3728 -0.4022 1.3803
H -5.0466 -0.7926 3.6961
H -3.3695 -1.5839 5.3419
H -1.0807 -2.0064 4.6290
H 1.5450 0.1582 3.3950
H 1.0561 -2.2387 5.2218
H 0.3075 -0.6169 5.2957
H 2.0135 -0.8187 5.6151
H 3.0717 -2.4656 3.6221
H 3.6847 -0.8292 3.8060
H 3.2138 -1.4075 2.2083
H -0.2642 -3.4990 1.0863
H 0.4916 -4.0386 4.0005
H -0.0421 -5.2573 2.8567
H -1.1427 -3.9693 3.3250
H 2.4551 -4.0043 2.3598
H 2.2597 -3.2911 0.7573
H 1.6740 -4.9187 1.0855
I 2.1683 -1.2965 -1.5662
C 3.8933 -0.4838 -0.5502
C 5.1201 -1.0464 -0.7741
C 6.2426 -0.5093 -0.1319
C 6.1057 0.5776 0.6918
C 4.8491 1.1683 0.9206
C 4.6973 2.2975 1.7530
C 3.4741 2.8939 1.9161
C 2.3424 2.3611 1.2869
C 2.4201 1.1991 0.5424
C 3.6892 0.6147 0.2986
H 5.2234 -1.8866 -1.4424
H 7.2114 -0.9509 -0.3053
H 6.9694 1.0106 1.1726
H 5.5695 2.6961 2.2515
H 3.3610 3.7681 2.5398
H 1.4057 2.8816 1.4275
F -0.2259 1.3011 2.2856
B -0.6692 2.3326 3.2383
F -1.9306 1.9811 3.6137
F 0.2270 2.2921 4.2609
F -0.6243 3.5120 2.5476
*
```



[2]
Density functional theory data (ωB97M-V/def2-TZVPD) for C46H60FeN2OPSTe as an isolated structure.

As for the relative energy (zero: lowest compared OMol25 entry of this formula, charge and spin): 1.8 kJ/mol. The strongest force on any atom is 0.011 hartree/bohr. The value obtained for the HOMO-LUMO gap (alpha / beta) is 0.2164 / 0.2165 hartree.

The geometry in ORCA input format:
```
! RIJCOSX wB97M-V def2-TZVPD def2/J DEFGRID3
* xyz -1 5
Fe -1.1788 0.0405 -0.0751
C -0.6048 -2.3239 2.5833
C -0.1310 -2.7060 1.2102
C -0.4111 -4.0159 0.7464
C 0.0017 -4.3646 -0.4924
C 0.8652 -3.5030 -1.2120
C 1.3947 -3.8745 -2.4663
C 2.3369 -3.0700 -3.0485
C 2.8428 -1.9589 -2.3616
C 2.3805 -1.5667 -1.1100
S 3.2716 -0.4347 -0.1403
C 1.2381 -2.2823 -0.6035
N 0.5766 -1.8355 0.5265
H -0.0308 -2.9040 3.3120
H -1.6561 -2.5634 2.7434
H -0.4238 -1.2686 2.7815
H -1.0400 -4.6637 1.3427
H -0.2924 -5.3072 -0.9382
H 1.0542 -4.7899 -2.9348
H 2.7494 -3.3275 -4.0177
H 3.6885 -1.4189 -2.7702
C -1.5213 -1.9051 -3.3608
C -2.0926 -1.9780 -1.9400
O -2.3908 -3.1054 -1.5008
N -2.2315 -0.8083 -1.3123
Te -3.3579 -1.1183 1.1900
C -3.8375 -1.2466 3.3255
C -4.8349 -2.1452 3.7414
C -5.6448 -2.9699 2.7738
C -5.1215 -2.2836 5.0983
C -4.4402 -1.5685 6.0704
C -4.7647 -1.7264 7.5320
C -3.4477 -0.6961 5.6514
C -3.1404 -0.5228 4.3046
C -2.0715 0.4901 3.9842
C -5.3240 -0.4396 0.7320
C -6.0300 -1.1037 -0.2842
C -5.4190 -2.1096 -1.2207
C -7.3746 -0.7978 -0.4753
C -8.0428 0.1284 0.3098
C -9.5037 0.4176 0.0890
C -7.3225 0.7819 1.2938
C -5.9720 0.5257 1.5179
C -5.3015 1.3032 2.6166
H -1.9328 -2.7116 -3.9697
H -0.4376 -2.0411 -3.3095
H -1.7226 -0.9374 -3.8197
H -5.0367 -3.3348 1.9449
H -6.4547 -2.3802 2.3375
H -6.0869 -3.8261 3.2855
H -5.8973 -2.9810 5.4006
H -5.5250 -2.4926 7.6842
H -5.1408 -0.7924 7.9552
H -3.8801 -2.0102 8.1056
H -2.8980 -0.1196 6.3913
H -1.0921 0.1501 4.3307
H -2.2830 1.4401 4.4822
H -2.0074 0.6763 2.9150
H -4.4457 -2.4872 -0.9145
H -5.2763 -1.6540 -2.2042
H -6.0935 -2.9599 -1.3476
H -7.9119 -1.3111 -1.2680
H -10.1271 -0.4067 0.4436
H -9.7215 0.5578 -0.9714
H -9.8116 1.3188 0.6203
H -7.8146 1.5348 1.9026
H -5.7645 2.2861 2.7129
H -4.2424 1.4371 2.4058
H -5.3869 0.7869 3.5743
C 2.1080 1.7921 2.4583
C 0.9226 1.5293 1.5374
P 0.5463 2.6557 0.1554
C 1.3765 4.2006 0.7459
C 1.3040 5.5205 -0.0140
C 1.5274 2.2996 -1.3334
C 0.8896 1.3467 -2.3493
H 2.1908 0.9692 3.1687
H 2.0026 2.7189 3.0249
H 3.0407 1.8164 1.8953
H -0.0145 1.4874 2.1023
H 1.1080 0.5487 1.0674
H 2.4161 3.8547 0.7519
H 1.1102 4.3518 1.7925
H 1.4030 5.3861 -1.0923
H 2.1189 6.1700 0.3105
H 0.3760 6.0514 0.1769
H 2.4638 1.8627 -0.9722
H 1.7506 3.2666 -1.7947
H 0.3900 0.5104 -1.8519
H 1.6506 0.9319 -3.0069
H 0.1276 1.8384 -2.9541
C -2.1186 4.6690 -0.4503
C -2.2652 3.2838 0.2250
C -2.2035 3.4482 1.7468
C -1.1291 2.3694 -0.2753
C -3.6556 2.8404 -0.2461
C -4.7886 3.4842 0.2584
C -6.0399 3.2853 -0.3009
C -6.1917 2.4304 -1.3845
C -5.0814 1.7687 -1.8778
C -3.8248 1.9743 -1.3195
H -1.1299 5.0834 -0.2920
H -2.8627 5.3738 -0.0705
H -2.2724 4.5676 -1.5261
H -1.1843 3.6716 2.0739
H -2.5206 2.5407 2.2605
H -2.8284 4.2727 2.0938
H -1.1345 2.3924 -1.3660
H -4.6962 4.1640 1.0973
H -6.9023 3.7906 0.1189
H -7.1698 2.2630 -1.8185
H -5.1811 1.0686 -2.6989
H -2.9910 1.4076 -1.7116
*
```



[3]
Density functional theory data (ωB97M-V/def2-TZVPD) for C46H60N4P2Rh as an isolated structure at a distorted geometry.

The strongest force on any atom is 0.023 hartree/bohr. The value obtained for the HOMO-LUMO gap (alpha / beta) is 0.2060 / 0.2060 hartree.

The geometry in ORCA input format:
```
! RIJCOSX wB97M-V def2-TZVPD def2/J DEFGRID3
* xyz 1 1
Rh -0.1323 -0.3356 0.1962
C -1.6513 -4.4093 4.7596
C -1.3598 -2.9313 5.0569
C -0.5179 -2.3003 3.9866
C 0.8285 -2.2007 3.9389
C 1.8200 -2.5096 5.0215
C 2.3287 -3.9559 4.9943
C 1.1558 -1.6357 2.6394
C 2.4256 -1.4936 2.1451
C 2.7666 -0.9882 0.8976
C 4.1095 -0.8888 0.3738
C 5.3634 -1.2026 1.1351
C 5.9957 -2.5417 0.7390
C 3.9987 -0.4270 -0.8997
C 2.5905 -0.2344 -1.1496
C 2.0515 0.1642 -2.3553
C 0.7190 0.3567 -2.6373
N -0.2957 0.2341 -1.7410
C -1.4405 0.5569 -2.4106
C -2.6991 0.5145 -1.8720
C -3.0386 -0.0059 -0.6287
N -2.1459 -0.4828 0.2809
C -2.8757 -1.1164 1.2501
C -2.3529 -1.6935 2.3895
C -1.0202 -1.7763 2.7293
N 0.0133 -1.3575 1.9413
C -4.2844 -1.0239 0.9456
C -4.3881 -0.2968 -0.1981
C -5.6264 0.1219 -0.9341
C -6.1008 -0.9164 -1.9575
C -5.3712 -1.7281 1.6982
C -5.4749 -3.2057 1.2917
C -1.1354 0.8873 -3.7948
C 0.2001 0.7499 -3.9351
C 1.0191 0.8807 -5.1840
C 1.3286 -0.4804 -5.8219
C -2.1286 1.3217 -4.8300
C -2.6021 0.1735 -5.7293
N 1.8693 -0.5467 -0.0306
C 5.0878 -0.1895 -1.9022
C 5.2497 -1.3614 -2.8807
H -2.2065 -4.8691 5.5776
H -0.7236 -4.9641 4.6182
H -2.2382 -4.5128 3.8443
H -0.8385 -2.8491 6.0125
H -2.3056 -2.3952 5.1600
H 1.3545 -2.3093 5.9875
H 2.6693 -1.8281 4.9383
H 1.5182 -4.6597 5.1880
H 3.0938 -4.1079 5.7563
H 2.7625 -4.2032 4.0229
H 3.2296 -1.8420 2.7807
H 5.1522 -1.2082 2.2049
H 6.0843 -0.3997 0.9654
H 5.2651 -3.3509 0.7956
H 6.8252 -2.7857 1.4042
H 6.3844 -2.5062 -0.2793
H 2.7462 0.3175 -3.1723
H -3.5111 0.8321 -2.5135
H -3.0603 -2.1128 3.0944
H -5.4426 1.0730 -1.4376
H -6.4211 0.3043 -0.2082
H -5.2924 -1.1945 -2.6372
H -6.9282 -0.5250 -2.5505
H -6.4460 -1.8235 -1.4595
H -6.3201 -1.2279 1.4972
H -5.1932 -1.6661 2.7742
H -5.6143 -3.2994 0.2143
H -6.3157 -3.6894 1.7900
H -4.5628 -3.7457 1.5557
H 1.9625 1.3875 -4.9631
H 0.4817 1.5056 -5.8994
H 1.9251 -1.0986 -5.1478
H 1.8831 -0.3563 -6.7525
H 0.4091 -1.0240 -6.0405
H -1.6741 2.0998 -5.4473
H -2.9941 1.7762 -4.3445
H -1.7718 -0.2398 -6.3032
H -3.3566 0.5225 -6.4355
H -3.0361 -0.6330 -5.1346
H 6.0272 -0.0235 -1.3711
H 4.8744 0.7210 -2.4667
H 5.4734 -2.2853 -2.3466
H 6.0597 -1.1703 -3.5861
H 4.3322 -1.5258 -3.4498
C 2.3114 4.3285 -2.1509
P 1.0243 3.2904 -1.3607
C -0.4307 3.7829 -2.3761
C 0.5709 4.2472 0.1185
C 0.8174 5.6110 0.2605
C 0.3508 6.3135 1.3612
C -0.4030 5.6608 2.3201
C -0.6407 4.2992 2.2106
C -0.1212 3.5733 1.1378
P -0.0459 1.7263 1.3602
C -1.0862 1.4628 2.8235
C 1.6256 1.7242 2.0801
H 1.9332 5.3091 -2.4452
H 2.6733 3.8142 -3.0422
H 3.1516 4.4528 -1.4665
H -0.6118 4.8550 -2.2781
H -1.3134 3.2389 -2.0427
H -0.2463 3.5409 -3.4216
H 1.3832 6.1366 -0.4988
H 0.5660 7.3697 1.4638
H -0.7990 6.2044 3.1677
H -1.2215 3.8169 2.9809
H -0.6379 1.9649 3.6795
H -1.1566 0.4031 3.0307
H -2.0946 1.8454 2.6548
H 1.7105 2.5950 2.7291
H 2.3737 1.7812 1.2911
H 1.7767 0.8190 2.6595
*
```



[4]
Density functional theory data (ωB97M-V/def2-TZVPD) for C46H60N5O5S3SiTeTl as an isolated structure.

As for the relative energy (zero: lowest compared OMol25 entry of this formula, charge and spin): 0.0 kJ/mol. The strongest force on any atom is 0.009 hartree/bohr. The value obtained for the HOMO-LUMO gap (alpha / beta) is 0.2413 / 0.2461 hartree.

The geometry in ORCA input format:
```
! RIJCOSX wB97M-V def2-TZVPD def2/J DEFGRID3
* xyz -1 2
Tl 0.9969 -0.5167 -0.8705
S -1.3106 -0.4756 0.8191
C -1.5591 0.9635 -0.0750
N -0.6865 1.4235 -0.9357
C -1.0934 2.6115 -1.5098
C -0.3357 3.3675 -2.4041
C -0.8457 4.5757 -2.8429
C -2.0934 5.0339 -2.4123
C -2.8477 4.2936 -1.5167
C -2.3342 3.0856 -1.0618
S -2.9743 1.9751 0.1122
H 0.6204 2.9894 -2.7460
H -0.2711 5.1682 -3.5438
H -2.4741 5.9791 -2.7771
H -3.8067 4.6571 -1.1709
O 1.9244 3.5036 -0.1420
H 2.1054 2.6073 -0.4639
H 1.3678 3.8820 -0.8316
N 2.7767 1.5810 -2.9121
C 2.1704 0.8089 -2.3015
C -3.7843 0.0442 -5.0134
C -2.2998 0.3645 -5.1643
C -1.7656 -0.1625 -6.4902
C -2.0803 1.8656 -5.0652
O -1.5375 -0.2164 -4.0990
Si -1.7174 -1.6685 -3.3677
S -0.0069 -2.2610 -2.3471
O -3.0203 -1.5007 -2.3892
C -3.9516 -2.4078 -1.7977
C -3.2051 -3.4754 -1.0037
C -4.7976 -1.5611 -0.8561
C -4.8397 -3.0355 -2.8669
O -2.0712 -2.7923 -4.5187
C -1.4624 -3.9297 -5.1295
C -1.2964 -5.0548 -4.1150
C -0.1151 -3.5442 -5.7315
C -2.4255 -4.3630 -6.2310
H -4.3549 0.5606 -5.7891
H -4.1419 0.3697 -4.0361
H -3.9664 -1.0272 -5.1087
H -2.2661 0.3307 -7.3271
H -1.9356 -1.2352 -6.5712
H -0.6943 0.0307 -6.5594
H -2.5936 2.3870 -5.8765
H -1.0155 2.0913 -5.1175
H -2.4607 2.2380 -4.1138
H -2.5675 -2.9946 -0.2626
H -2.5728 -4.0764 -1.6567
H -3.9107 -4.1406 -0.4998
H -4.1750 -1.1506 -0.0622
H -5.5946 -2.1598 -0.4089
H -5.2467 -0.7331 -1.4072
H -4.2509 -3.5778 -3.6031
H -5.4090 -2.2623 -3.3867
H -5.5448 -3.7267 -2.3992
H -0.6301 -4.7592 -3.3048
H -0.8776 -5.9369 -4.6043
H -2.2649 -5.3279 -3.6920
H 0.5637 -3.1836 -4.9597
H -0.2411 -2.7578 -6.4764
H 0.3394 -4.4090 -6.2202
H -3.3951 -4.6264 -5.8053
H -2.0330 -5.2292 -6.7672
H -2.5724 -3.5502 -6.9436
N 2.5348 -3.2740 0.6423
C 2.4876 -4.5201 1.1365
C 1.1540 -4.8466 1.2791
C 0.4650 -3.7062 0.8360
N 1.3153 -2.7684 0.4521
H 3.3068 -2.6381 0.4245
H 3.3881 -5.0707 1.3503
H 0.7424 -5.7685 1.6501
H -0.5941 -3.5231 0.7527
C 2.1901 5.1601 7.7064
C 1.9496 4.2850 6.5072
C 1.0182 4.6275 5.5396
C 0.8013 3.8294 4.4183
C -0.2064 4.2862 3.3940
C 1.5248 2.6395 4.2779
Te 1.1336 1.5089 2.4572
N 2.1474 0.4161 0.7615
C 3.4035 0.0161 0.6988
O 3.7892 -0.9408 -0.0234
C 4.4516 0.7128 1.5330
C 5.4441 -0.0544 2.1341
C 6.3942 0.5373 2.9517
C 6.3827 1.9121 3.1469
C 5.4248 2.6899 2.5131
C 4.4591 2.0943 1.7134
C 0.9098 -0.3257 3.4793
C 1.8435 -1.3420 3.3233
C 1.6572 -2.5680 3.9390
C 0.5178 -2.7861 4.6975
C -0.4160 -1.7753 4.8445
C -0.2407 -0.5265 4.2470
C -1.3142 0.5109 4.4139
C 2.4980 2.2909 5.2224
C 3.3599 1.0649 5.1063
C 2.6829 3.1199 6.3254
H 1.4472 5.9551 7.7729
H 3.1755 5.6289 7.6603
H 2.1489 4.5835 8.6321
H 0.4463 5.5434 5.6497
H -0.6116 5.2572 3.6768
H -1.0392 3.5854 3.2938
H 0.2389 4.3820 2.4009
H 5.4539 -1.1212 1.9500
H 7.1494 -0.0733 3.4311
H 7.1274 2.3781 3.7805
H 5.4218 3.7654 2.6375
H 3.7350 2.7102 1.1979
H 2.7252 -1.1798 2.7207
H 2.3908 -3.3529 3.8087
H 0.3497 -3.7479 5.1664
H -1.3116 -1.9495 5.4298
H -1.9444 0.2668 5.2697
H -1.9380 0.5538 3.5165
H -0.9050 1.5060 4.5856
H 3.6575 0.8725 4.0750
H 2.8355 0.1766 5.4639
H 4.2666 1.1873 5.6993
H 3.4337 2.8455 7.0606
*
```